Record 1
Entry from the Open Molecules 2025 dataset: the molecule CHO3PS in a non-equilibrium geometry (ωB97M-V/def2-TZVPD).

Frontier orbital gap in eV: 8.23
SMILES: O=C(O)OP=S
E_LUMO in eV: -2.23
E in eV: -27318.4844
E_HOMO in eV: -10.46
Strongest force on any atom in eV Å⁻¹: 6.7
Relative energy (zero: lowest compared OMol25 entry of this formula, charge and spin) in kJ/mol: 159.5

Last column: Löwdin charge in e.
Element x y z (Å)
O (-0.9179, -0.3655, -1.1854)  0.100
C (0.0621, -0.2208, -0.5758)  -0.662
O (1.3945, -1.2668, -0.9263)  -0.076
O (0.3537, 0.7144, 0.1659)  -0.275
P (-1.1037, 1.6966, 0.5813)  0.620
S (-0.8641, 1.5590, 2.4882)  0.240
H (1.0754, -2.1168, -0.5480)  0.053


Record 2
Entry from the Open Molecules 2025 dataset: an isolated ion of composition CHO4PS and charge -2 in a non-equilibrium geometry (ωB97M-V/def2-TZVPD).

Frontier orbital gap in eV: 5.12
SMILES: [O-]P1([O-])(O)OC1=S
Net charge: -2
E_LUMO in eV: 6.07
E in eV: -29366.4394
E_HOMO in eV: 0.95
Strongest force on any atom in eV Å⁻¹: 5.7
Relative energy (zero: lowest compared OMol25 entry of this formula, charge and spin) in kJ/mol: 330.2

Last column: Löwdin charge in e.
Element x y z (Å)
O (1.5222, 0.2854, -1.6311)  -0.381
P (0.4432, -0.2258, -0.7472)  0.087
O (-0.9060, -0.3257, -1.3744)  -0.416
O (0.5455, -1.7514, 0.1138)  -0.224
O (0.4772, 0.5255, 0.6233)  -0.400
C (-0.8176, 1.1215, 0.4526)  -0.686
S (-1.0412, 1.9274, 2.0250)  0.082
H (-0.2233, -1.5569, 0.5381)  -0.060


Record 3
Entry from the Open Molecules 2025 dataset: a 2-piece molecular cluster, CHO5S overall in a non-equilibrium geometry (ωB97M-V/def2-TZVPD).

Frontier orbital gap in eV: 8.36
Net charge: -1
E_LUMO in eV: 3.29
E in eV: -22126.8469
E_HOMO in eV: -5.07
Strongest force on any atom in eV Å⁻¹: 3.7
Relative energy (zero: lowest compared OMol25 entry of this formula, charge and spin) in kJ/mol: 157.8

Last column: Löwdin charge in e.
Element x y z (Å)
C (-1.3972, -0.6577, 0.0282)  -0.628
O (1.3296, 2.1113, 0.0316)  -0.282
O (-2.5193, -1.1064, 0.2315)  -0.069
O (1.6385, -0.0323, -1.1546)  -0.295
O (1.3888, 0.0012, 1.3256)  -0.325
O (-1.1152, 0.4601, -0.5141)  -0.125
S (1.2963, 0.7024, 0.0218)  0.615
H (-0.6214, -1.4785, 0.0302)  0.109


Record 4
Entry from the Open Molecules 2025 dataset: an isolated ion of composition CHO5S and charge -1 in a non-equilibrium geometry (ωB97M-V/def2-TZVPD).

Frontier orbital gap in eV: 9.37
Net charge: -1
E_LUMO in eV: 3.94
E in eV: -22127.6899
E_HOMO in eV: -5.43
Strongest force on any atom in eV Å⁻¹: 5.6
Relative energy (zero: lowest compared OMol25 entry of this formula, charge and spin) in kJ/mol: 76.5

Last column: Löwdin charge in e.
Element x y z (Å)
C (-1.3161, -0.6771, -0.1804)  -0.693
O (-2.0620, -0.0261, -0.7995)  0.085
O (-1.0484, -1.8420, 0.0725)  0.028
O (1.6428, 1.7177, 1.0898)  -0.477
O (1.3822, -0.0068, -0.7412)  -0.289
O (-0.4527, 0.4091, 0.8581)  -0.402
S (0.6211, 1.2679, 0.1612)  0.792
H (1.2330, -0.8427, -0.4604)  -0.045


Record 5
Entry from the Open Molecules 2025 dataset: a 3-piece molecular cluster, CHO6S overall in a non-equilibrium geometry (ωB97M-V/def2-TZVPD).

Frontier orbital gap (spin up / spin down) in eV: 9.40 / 2.96
Net charge: -1
E_LUMO (spin up / spin down) in eV: 3.53 / 1.51
E in eV: -24170.8287
E_HOMO (spin up / spin down) in eV: -5.86 / -1.44
Strongest force on any atom in eV Å⁻¹: 1.6
Relative energy (zero: lowest compared OMol25 entry of this formula, charge and spin) in kJ/mol: 493.9

Last column: Löwdin charge in e.
Element x y z (Å)
C (-3.9376, -2.7885, -2.4737)  -0.517
O (-2.9691, -2.4095, -2.9582)  0.175
O (-4.9030, -3.2815, -2.0941)  0.179
O (-3.8324, -1.1422, -0.6812)  -0.614
O (-4.8358, 0.6230, -2.0396)  -0.621
O (0.5937, 0.9145, 0.4812)  -0.123
O (0.8989, 1.5594, -0.7163)  -0.183
S (-3.8027, 0.2800, -1.0567)  0.636
H (1.3102, 0.2730, 0.5717)  0.066


Record 6
Entry from the Open Molecules 2025 dataset: a 2-piece molecular cluster, CHOP3 overall in a non-equilibrium geometry (ωB97M-V/def2-TZVPD).

Frontier orbital gap in eV: 7.86
E_LUMO in eV: -0.90
E in eV: -30964.6945
E_HOMO in eV: -8.76
Strongest force on any atom in eV Å⁻¹: 5.5
Relative energy (zero: lowest compared OMol25 entry of this formula, charge and spin) in kJ/mol: 148.6

Last column: Löwdin charge in e.
Element x y z (Å)
C (0.1868, 0.0480, 0.8086)  -0.942
O (-0.1583, 0.5900, -1.4879)  -0.991
P (-0.0437, 1.4962, -0.1078)  0.790
P (0.2709, -1.6312, 0.2631)  0.455
P (-0.1405, -1.0710, -1.7253)  0.550
H (-0.1152, 0.5679, 2.2492)  0.138


Record 7
Entry from the Open Molecules 2025 dataset: the molecule CHOPS in a non-equilibrium geometry (ωB97M-V/def2-TZVPD).

Frontier orbital gap (spin up / spin down) in eV: 7.88 / 7.33
E_LUMO (spin up / spin down) in eV: 0.12 / -2.94
E in eV: -23222.0341
E_HOMO (spin up / spin down) in eV: -7.76 / -10.27
Expectation value of S²: 2.01
2S+1: 3
Strongest force on any atom in eV Å⁻¹: 2.8
Relative energy (zero: lowest compared OMol25 entry of this formula, charge and spin) in kJ/mol: 4.1

Last column: Löwdin charge in e.
Element x y z (Å)
C (0.6093, 0.3118, -0.0929)  -0.613
O (1.1509, 0.7386, 0.8620)  -0.004
P (-1.2866, 0.4933, -0.3475)  0.327
S (-1.7130, -1.1836, 0.4882)  0.154
H (1.2394, -0.3601, -0.9099)  0.136


Record 8
Entry from the Open Molecules 2025 dataset: CI2NO2 as an isolated structure in a non-equilibrium geometry (ωB97M-V/def2-TZVPD).

Frontier orbital gap (spin up / spin down) in eV: 5.17 / 7.61
Net charge: -1
E_LUMO (spin up / spin down) in eV: 3.14 / 3.00
E in eV: -22822.7190
E_HOMO (spin up / spin down) in eV: -2.03 / -4.61
Expectation value of S²: 2.01
2S+1: 3
Strongest force on any atom in eV Å⁻¹: 1.9
Relative energy (zero: lowest compared OMol25 entry of this formula, charge and spin) in kJ/mol: 0.0

Last column: Löwdin charge in e.
Element x y z (Å)
C (0.8611, -0.3223, -0.2042)  -0.584
N (-1.4187, 0.0963, 0.5319)  -1.095
O (0.8137, -1.2975, -0.8263)  0.108
O (1.3784, 0.6163, 0.2317)  0.127
I (-2.2754, 1.9762, -0.0087)  0.131
I (-2.5938, -1.4974, -0.0147)  0.313


Record 9
Entry from the Open Molecules 2025 dataset: CI3NS2 as an isolated structure in a non-equilibrium geometry (ωB97M-V/def2-TZVPD).

Frontier orbital gap (spin up / spin down) in eV: 6.73 / 6.51
E_LUMO (spin up / spin down) in eV: -2.26 / -1.83
E in eV: -48495.6949
E_HOMO (spin up / spin down) in eV: -8.99 / -8.34
Strongest force on any atom in eV Å⁻¹: 5.4
Relative energy (zero: lowest compared OMol25 entry of this formula, charge and spin) in kJ/mol: 272.6

Last column: Löwdin charge in e.
Element x y z (Å)
C (-0.2105, 0.2769, 0.4065)  -1.318
N (-0.2929, -1.3553, -0.2048)  -0.643
S (-1.4931, 1.3649, 0.0158)  0.276
S (1.2220, 0.7314, 1.1511)  0.186
I (1.4007, -2.2921, 0.0301)  0.774
I (-3.4226, 0.0185, -0.6666)  0.412
I (2.7963, 1.2555, -0.7322)  0.314


Record 10
Entry from the Open Molecules 2025 dataset: CI4O2S as an isolated structure in a non-equilibrium geometry (ωB97M-V/def2-TZVPD).

Frontier orbital gap (spin up / spin down) in eV: 6.73 / 6.72
E_LUMO (spin up / spin down) in eV: -2.31 / -2.31
E in eV: -48367.0508
E_HOMO (spin up / spin down) in eV: -9.03 / -9.03
Strongest force on any atom in eV Å⁻¹: 2.5
Relative energy (zero: lowest compared OMol25 entry of this formula, charge and spin) in kJ/mol: 0.0

Last column: Löwdin charge in e.
Element x y z (Å)
C (0.1992, 0.1590, -1.3062)  -1.976
O (-1.5363, -0.9690, 1.0948)  -0.470
O (-0.6619, 1.2402, 1.6153)  -0.451
S (-0.4128, -0.0519, 1.0659)  0.052
I (0.2208, -1.9009, -1.6172)  0.822
I (-1.4873, 1.3028, -1.7883)  0.827
I (1.9780, 1.2484, -1.0944)  0.768
I (1.7002, -1.0287, 2.0300)  0.429


Record 11
Entry from the Open Molecules 2025 dataset: an isolated ion of composition CIO2 and charge -1 in a non-equilibrium geometry (ωB97M-V/def2-TZVPD).

Frontier orbital gap (spin up / spin down) in eV: 7.54 / 7.54
SMILES: O=C([O-])I
Net charge: -1
E_LUMO (spin up / spin down) in eV: 3.21 / 3.21
E in eV: -13232.3138
E_HOMO (spin up / spin down) in eV: -4.34 / -4.34
Strongest force on any atom in eV Å⁻¹: 7.2
Relative energy (zero: lowest compared OMol25 entry of this formula, charge and spin) in kJ/mol: 320.2

Last column: Löwdin charge in e.
Element x y z (Å)
O (1.0335, 1.3154, 0.0183)  -0.453
C (0.2733, -0.1651, -0.0183)  -0.771
O (0.7706, -1.2353, 0.0287)  -0.055
I (-2.0773, 0.0850, -0.0287)  0.279


Record 12
Entry from the Open Molecules 2025 dataset: CIOS as an isolated structure in a non-equilibrium geometry (ωB97M-V/def2-TZVPD).

Frontier orbital gap in eV: 6.88
Net charge: -1
E_LUMO in eV: 3.09
E in eV: -22018.0263
E_HOMO in eV: -3.79
Strongest force on any atom in eV Å⁻¹: 7.0
Relative energy (zero: lowest compared OMol25 entry of this formula, charge and spin) in kJ/mol: 515.0

Last column: Löwdin charge in e.
Element x y z (Å)
C (-0.1042, -0.0976, 0.0316)  -1.450
O (-1.0520, 1.4730, -0.1130)  -0.586
S (-0.7894, -1.5289, 0.0075)  0.425
I (1.9456, 0.1535, 0.0739)  0.611